[1]
Below is 2 unconnected molecules or ions with the total composition C10H16 in a non-equilibrium geometry, with properties calculated with the ωB97M-V functional and the def2-TZVPD basis.

Last columns: bonded neighbours and bond lengths (Å).
Positions of all 26 atoms, in Å:
1 C 2.40 1.18 -0.92  C7 1.535, C9 1.484, H16 1.180, H20 1.049
2 C -0.60 -0.85 0.16  C3 1.414, C5 1.401, C10 1.532
3 C -0.17 0.10 1.12  C2 1.414, C8 1.455, H13 1.161
4 C -2.74 -0.99 1.20  C5 1.311, C6 1.485, H25 1.153
5 C -1.94 -1.24 0.19  C2 1.401, C4 1.311, H18 1.112
6 C -2.40 0.04 2.21  C4 1.485, C8 1.380, H14 1.024
7 C 1.40 1.88 -1.86  C1 1.535, H15 1.139, H19 1.082, H24 1.009
8 C -1.13 0.56 2.12  C3 1.455, C6 1.380, H21 1.140
9 C 3.18 0.16 -1.67  C1 1.484, H17 1.061, H23 1.075, H26 1.049
10 C 0.19 -1.39 -1.04  C2 1.532, H11 1.150, H12 1.073, H22 1.161
11 H -0.07 -0.59 -1.82  C10 1.150
12 H 1.26 -1.30 -1.07  C10 1.073
13 H 0.89 0.54 1.26  C3 1.161
14 H -3.11 0.45 2.83  C6 1.024
15 H 1.99 2.57 -2.54  C7 1.139
16 H 3.18 1.96 -0.52  C1 1.180
17 H 2.83 -0.82 -1.89  C9 1.061
18 H -2.09 -2.01 -0.60  C5 1.112
19 H 0.69 2.38 -1.22  C7 1.082
20 H 1.80 1.05 -0.07  C1 1.049
21 H -0.83 1.21 3.01  C8 1.140
22 H -0.38 -2.34 -1.36  C10 1.161
23 H 3.19 0.64 -2.63  C9 1.075
24 H 0.84 1.29 -2.46  C7 1.009
25 H -3.50 -1.85 1.30  C4 1.153
26 H 4.17 0.13 -1.31  C9 1.049

Its orbital gap is 0.359 Eh. For the LUMO energy, the calculation gives 1.019 eV. Its SMILES is Cc1ccccc1.CCC. Its spin multiplicity is 1.

Atomic partial charges in e from the natural (NBO) method, atoms 1 to 2: number 1, C, carries -0.400; number 2, C, carries -0.005

---

[2]
Below is 2 unconnected molecules or ions with the total composition C10H16 in a non-equilibrium geometry, with properties calculated with the ωB97M-V functional and the def2-TZVPD basis.

Last columns: bonded neighbours and bond lengths (Å).
Positions of all 26 atoms, in Å:
1 C -0.38 -2.11 0.94  C5 1.377, C7 1.396, H16 1.084
2 C -0.30 -0.23 -3.04  C6 1.507, H13 1.101, H14 1.077, H21 1.094
3 C 1.82 1.59 1.10  C10 1.523, H11 1.092, H12 1.107, H26 1.102
4 C -0.78 -0.21 -0.54  C6 1.508, C7 1.405, C9 1.413
5 C -0.98 -1.49 2.01  C1 1.377, C8 1.410, H24 1.076
6 C -0.74 0.56 -1.84  C2 1.507, C4 1.508, H15 1.105, H23 1.106
7 C -0.29 -1.51 -0.33  C1 1.396, C4 1.405, H22 1.085
8 C -1.29 -0.13 1.82  C5 1.410, C9 1.385, H19 1.077
9 C -1.14 0.52 0.61  C4 1.413, C8 1.385, H18 1.091
10 C 2.79 1.96 -0.02  C3 1.523, H17 1.090, H20 1.094, H25 1.082
11 H 2.26 0.88 1.80  C3 1.092
12 H 0.89 1.15 0.68  C3 1.107
13 H -0.07 0.36 -3.94  C2 1.101
14 H 0.70 -0.59 -2.88  C2 1.077
15 H -1.77 0.96 -1.92  C6 1.105
16 H -0.27 -3.18 1.03  C1 1.084
17 H 2.56 2.86 -0.60  C10 1.090
18 H -1.60 1.51 0.56  C9 1.091
19 H -1.56 0.41 2.72  C8 1.077
20 H 2.75 1.14 -0.73  C10 1.094
21 H -0.98 -1.06 -3.25  C2 1.094
22 H 0.38 -1.96 -1.04  C7 1.085
23 H -0.22 1.51 -1.60  C6 1.106
24 H -1.21 -1.93 2.96  C5 1.076
25 H 3.81 2.10 0.30  C10 1.082
26 H 1.64 2.52 1.67  C3 1.102

Its orbital gap is 0.365 Eh. For the LUMO energy, the calculation gives 1.025 eV. Its SMILES is CCc1ccccc1.CC. Its spin multiplicity is 1.

Atomic partial charges in e from the natural (NBO) method, atoms 1 to 2: number 1, C, carries -0.208; number 2, C, carries -0.619

---

[3]
Below is 2 unconnected molecules or ions with the total composition C10H16 in a non-equilibrium geometry, with properties calculated with the ωB97M-V functional and the def2-TZVPD basis.

Last columns: bonded neighbours and bond lengths (Å).
Positions of all 26 atoms, in Å:
1 C -1.73 0.99 -0.99  C9 1.402, C10 1.386, H20 1.088
2 C -1.40 -0.95 0.90  C3 1.389, C7 1.407, H19 1.081
3 C -2.09 -1.24 -0.27  C2 1.389, C10 1.398, H21 1.083
4 C -0.71 3.21 1.73  C5 1.549, H11 1.094, H23 1.096, H25 1.087
5 C -0.61 2.79 0.24  C4 1.549, C9 1.522, H12 1.100, H22 1.080
6 C 2.97 -2.70 -1.55  C8 1.546, H13 1.092, H15 1.085, H26 1.096
7 C -0.72 0.27 1.02  C2 1.407, C9 1.389, H24 1.083
8 C 2.56 -2.19 -0.15  C6 1.546, H14 1.105, H17 1.086, H18 1.085
9 C -0.93 1.31 0.12  C1 1.402, C5 1.522, C7 1.389
10 C -2.25 -0.26 -1.25  C1 1.386, C3 1.398, H16 1.080
11 H -0.37 4.20 2.04  C4 1.094
12 H 0.44 3.06 0.07  C5 1.100
13 H 2.83 -3.79 -1.53  C6 1.092
14 H 1.70 -2.82 0.15  C8 1.105
15 H 2.59 -2.29 -2.48  C6 1.085
16 H -2.78 -0.46 -2.17  C10 1.080
17 H 3.30 -2.54 0.57  C8 1.086
18 H 2.14 -1.19 -0.16  C8 1.085
19 H -1.29 -1.81 1.56  C2 1.081
20 H -1.82 1.72 -1.79  C1 1.088
21 H -2.47 -2.25 -0.41  C3 1.083
22 H -1.23 3.36 -0.44  C5 1.080
23 H -1.76 3.17 2.05  C4 1.096
24 H -0.27 0.45 1.99  C7 1.083
25 H -0.13 2.53 2.35  C4 1.087
26 H 4.05 -2.57 -1.60  C6 1.096

Its orbital gap is 0.368 Eh. For the LUMO energy, the calculation gives 0.985 eV. Its SMILES is CCc1ccccc1.CC. Its spin multiplicity is 1.

Atomic partial charges in e from the natural (NBO) method, atoms 1 to 2: number 1, C, carries -0.212; number 2, C, carries -0.209

---

[4]
Below is 2 unconnected molecules or ions with the total composition C10H16 in a non-equilibrium geometry, with properties calculated with the ωB97M-V functional and the def2-TZVPD basis.

Last columns: bonded neighbours and bond lengths (Å).
Positions of all 26 atoms, in Å:
1 C 3.30 1.75 -0.98  C5 1.517, H15 1.092, H16 1.089, H17 1.093
2 C 0.91 -1.64 -0.21  C7 1.388, C10 1.386, H23 1.081
3 C -1.85 0.89 -0.80  C4 1.513, C6 1.520, H22 1.087, H26 1.065
4 C -1.06 -0.22 -0.16  C3 1.513, C9 1.390, C10 1.390
5 C 2.92 2.31 0.38  C1 1.517, H13 1.093, H20 1.080, H21 1.100
6 C -3.34 0.99 -0.48  C3 1.520, H12 1.089, H24 1.089, H25 1.095
7 C 0.52 -2.26 0.97  C2 1.388, C8 1.386, H18 1.085
8 C -0.68 -1.87 1.56  C7 1.386, C9 1.395, H14 1.083
9 C -1.48 -0.90 0.97  C4 1.390, C8 1.395, H19 1.084
10 C 0.12 -0.66 -0.77  C2 1.386, C4 1.390, H11 1.086
11 H 0.42 -0.22 -1.72  C10 1.086
12 H -4.01 1.05 -1.33  C6 1.089
13 H 3.62 3.09 0.69  C5 1.093
14 H -1.04 -2.40 2.43  C8 1.083
15 H 4.27 1.26 -0.87  C1 1.092
16 H 2.55 1.08 -1.40  C1 1.089
17 H 3.47 2.55 -1.71  C1 1.093
18 H 1.15 -2.98 1.48  C7 1.085
19 H -2.39 -0.69 1.53  C9 1.084
20 H 2.77 1.55 1.13  C5 1.080
21 H 1.97 2.87 0.38  C5 1.100
22 H -1.71 0.87 -1.88  C3 1.087
23 H 1.81 -1.94 -0.73  C2 1.081
24 H -3.59 1.76 0.24  C6 1.089
25 H -3.69 0.10 0.04  C6 1.095
26 H -1.37 1.79 -0.49  C3 1.065

Its orbital gap is 0.370 Eh. For the LUMO energy, the calculation gives 1.027 eV. Its SMILES is CCc1ccccc1.CC. Its spin multiplicity is 1.

Atomic partial charges in e from the natural (NBO) method, atoms 1 to 2: number 1, C, carries -0.606; number 2, C, carries -0.206

---

[5]
Below is 2 unconnected molecules or ions with the total composition C10H16 in a non-equilibrium geometry, with properties calculated with the ωB97M-V functional and the def2-TZVPD basis.

Last columns: bonded neighbours and bond lengths (Å).
Positions of all 26 atoms, in Å:
1 C 0.53 1.11 1.49  C6 1.442, C7 1.354, H12 1.040
2 C -0.91 -3.10 -0.57  C3 1.504, H15 1.105, H23 1.211, H26 1.144
3 C 0.23 -2.48 0.20  C2 1.504, C10 1.488, H17 1.172, H22 1.114
4 C -1.87 0.30 1.58  C7 1.490, C9 1.353, H21 1.126
5 C 0.97 2.98 -1.28  C8 1.620, H11 1.084, H13 1.084, H18 1.148
6 C 0.79 -0.24 1.06  C1 1.442, C10 1.341, H20 1.073
7 C -0.80 1.34 1.63  C1 1.354, C4 1.490, H16 1.056
8 C 1.45 1.52 -1.79  C5 1.620, H19 1.070, H24 1.054, H25 1.162
9 C -1.50 -0.89 1.07  C4 1.353, C10 1.408, H14 1.116
10 C -0.15 -1.16 0.78  C3 1.488, C6 1.341, C9 1.408
11 H 1.52 3.67 -1.92  C5 1.084
12 H 1.27 1.83 1.64  C1 1.040
13 H 0.96 2.97 -0.20  C5 1.084
14 H -2.36 -1.58 0.90  C9 1.116
15 H -0.47 -3.78 -1.32  C2 1.105
16 H -1.04 2.34 1.88  C7 1.056
17 H 0.44 -3.39 0.91  C3 1.172
18 H -0.04 3.21 -1.77  C5 1.148
19 H 1.02 1.30 -2.74  C8 1.070
20 H 1.80 -0.55 0.90  C6 1.073
21 H -2.96 0.50 1.80  C4 1.126
22 H 1.16 -2.31 -0.38  C3 1.114
23 H -1.79 -3.61 0.08  C2 1.211
24 H 2.49 1.52 -1.64  C8 1.054
25 H 0.77 0.83 -1.14  C8 1.162
26 H -1.51 -2.31 -1.14  C2 1.144

Its orbital gap is 0.363 Eh. For the LUMO energy, the calculation gives 0.976 eV. Its SMILES is CCc1ccccc1.CC. Its spin multiplicity is 1.

Atomic partial charges in e from the natural (NBO) method, atoms 1 to 2: number 1, C, carries -0.225; number 2, C, carries -0.610

---

[6]
Below is 2 unconnected molecules or ions with the total composition C10H16 in a non-equilibrium geometry, with properties calculated with the ωB97M-V functional and the def2-TZVPD basis.

Last columns: bonded neighbours and bond lengths (Å).
Positions of all 26 atoms, in Å:
1 C -0.65 -0.82 1.85  C6 1.382, C7 1.504, C9 1.405
2 C 0.84 1.54 -2.37  C8 1.526, C10 1.522, H19 1.092, H26 1.088
3 C 1.24 -2.32 1.94  C5 1.395, C9 1.377, H18 1.085
4 C -0.48 -2.67 0.32  C5 1.384, C6 1.388, H14 1.077
5 C 0.75 -3.02 0.84  C3 1.395, C4 1.384, H22 1.077
6 C -1.20 -1.60 0.86  C1 1.382, C4 1.388, H12 1.083
7 C -1.22 0.51 2.28  C1 1.504, H15 1.086, H17 1.090, H20 1.094
8 C 0.87 2.71 -1.39  C2 1.526, H21 1.090, H23 1.098, H25 1.095
9 C 0.56 -1.23 2.44  C1 1.405, C3 1.377, H16 1.080
10 C -0.60 1.12 -2.66  C2 1.522, H11 1.089, H13 1.100, H24 1.097
11 H -1.04 0.67 -1.77  C10 1.089
12 H -2.11 -1.28 0.36  C6 1.083
13 H -1.15 2.00 -3.03  C10 1.100
14 H -0.84 -3.21 -0.54  C4 1.077
15 H -1.44 0.52 3.34  C7 1.086
16 H 0.96 -0.69 3.28  C9 1.080
17 H -0.51 1.28 2.01  C7 1.090
18 H 2.24 -2.57 2.29  C3 1.085
19 H 1.38 0.69 -1.95  C2 1.092
20 H -2.13 0.76 1.73  C7 1.094
21 H 0.59 2.36 -0.40  C8 1.090
22 H 1.32 -3.83 0.42  C5 1.077
23 H 1.82 3.25 -1.32  C8 1.098
24 H -0.62 0.52 -3.58  C10 1.097
25 H 0.13 3.47 -1.66  C8 1.095
26 H 1.30 1.85 -3.30  C2 1.088

Its orbital gap is 0.369 Eh. For the LUMO energy, the calculation gives 0.998 eV. Its SMILES is Cc1ccccc1.CCC. Its spin multiplicity is 1.

Atomic partial charges in e from the natural (NBO) method, atoms 1 to 2: number 1, C, carries 0.003; number 2, C, carries -0.396

---

Short version: E_tot = -10626.623; -10628.647; -10628.613; -10629.260; -10627.323; -10629.364 eV, in the order given.